Density functional theory data (ωB97M-V/def2-TZVPD) for C33H43AsGdN5O5Si3 as an isolated structure.

Each line ends with the Mulliken spin population.
Positions of all 91 atoms, in Å:
Gd 0.40434 2.55704 2.02503  7.293
O -0.31861 1.08811 3.52971  -0.048
C -1.38208 0.40160 3.19361  0.005
O -2.40051 0.09618 3.77867  -0.008
C -1.53420 0.20603 1.62230  -0.008
O -1.99853 -0.81280 1.09361  -0.007
O -1.07071 1.12911 0.94262  -0.048
N 10.95931 1.37556 2.90276  0.000
C 9.82615 1.52073 2.71765  0.000
C 8.41731 1.65073 2.47200  0.000
C 7.70026 1.24896 3.57919  0.000
C 6.29954 1.18938 3.60047  0.000
C 5.63198 1.56886 2.43105  0.001
C 6.36135 2.08297 1.30790  0.000
C 7.72743 1.99146 1.28165  0.000
C 4.14779 1.70436 2.43848  0.019
C 3.47031 2.22154 3.58402  0.005
C 3.64181 2.19577 5.00973  -0.009
C 2.75024 3.12421 5.55787  0.003
C 2.08868 3.70040 4.51076  -0.010
N 2.43490 3.15164 3.30867  -0.033
C 3.49156 1.38288 1.25477  -0.019
C 4.07616 0.62520 0.23711  0.001
C 3.02555 0.28502 -0.65654  -0.004
C 1.86967 0.93549 -0.21264  -0.013
N 2.13112 1.61043 0.96935  -0.120
H 8.17008 1.03509 4.55106  0.000
H 5.80602 0.81804 4.51595  0.000
H 5.82130 2.56650 0.51194  0.000
H 8.26289 2.14885 0.32997  0.000
H 4.36404 1.54041 5.45479  0.000
H 2.66209 3.42923 6.59442  0.000
H 1.39547 4.47958 4.61350  -0.001
H 5.11052 0.31308 0.10971  0.000
H 3.12186 -0.33225 -1.55621  0.000
H 0.86944 0.82809 -0.60543  0.003
N -4.39967 4.10587 -0.27818  0.000
C -3.60810 4.53677 -1.26414  0.001
O -4.05524 4.83593 -2.37073  0.000
C -2.19059 4.60228 -0.92618  0.000
C -1.17452 4.93577 -1.90574  0.000
C 0.11763 5.12522 -1.45732  0.001
C 0.50401 4.79824 -0.19694  0.006
N -0.41127 4.37052 0.74194  -0.013
C -1.72974 4.37004 0.36632  0.005
H -5.26708 3.74246 -0.66749  0.000
H -4.05773 3.48311 0.40760  0.000
H -1.34405 5.00541 -2.95426  0.000
H 0.88910 5.38822 -2.11532  0.000
H 1.55149 4.78505 0.08166  0.001
H -2.32765 4.07142 1.16932  -0.001
C -2.89599 -0.32848 -4.41606  0.000
Si -2.17212 -1.93681 -3.76469  0.000
C -0.24278 -1.70318 -4.05956  0.000
C -2.85587 -3.42208 -4.58132  0.000
As -2.42020 -1.88550 -1.35604  0.000
Si -1.02515 -3.67497 -0.31683  0.000
C 0.59714 -2.82249 -0.16556  0.000
C -1.78985 -4.38090 1.35940  0.000
C -0.91755 -5.26424 -1.41780  0.000
Si -4.54059 -3.05784 -1.31211  0.000
C -5.84268 -2.22300 -2.43569  0.000
C -4.74304 -4.90001 -1.81789  0.000
C -5.05965 -2.87315 0.50063  0.000
H -3.13404 -0.29199 -5.48565  0.000
H -2.23825 0.54045 -4.17179  0.000
H -3.88688 -0.09665 -3.91312  0.000
H -0.10020 -2.07795 -5.09669  0.000
H 0.30093 -2.34824 -3.38312  0.000
H 0.09146 -0.65204 -4.05224  0.000
H -2.50879 -3.31900 -5.58198  0.000
H -3.94336 -3.53900 -4.43309  0.000
H -2.38375 -4.35165 -4.13456  0.000
H 0.37524 -1.98985 0.53719  0.000
H 0.88149 -2.34225 -1.12561  0.000
H 1.45858 -3.42796 0.21896  0.000
H -1.94756 -3.49393 2.01530  0.000
H -1.03294 -5.11171 1.59877  0.000
H -2.76615 -4.81160 1.14276  0.000
H -1.65753 -5.25999 -2.22780  0.000
H -1.22853 -6.08490 -0.75361  0.000
H 0.10743 -5.41987 -1.76116  0.000
H -5.70295 -2.65691 -3.49293  0.000
H -5.77149 -1.15595 -2.50957  0.000
H -6.84909 -2.50464 -2.03401  0.000
H -4.47397 -5.14328 -2.87926  0.000
H -5.78445 -5.18936 -1.61693  0.000
H -4.08368 -5.60886 -1.29861  0.000
H -4.27256 -2.36665 1.10694  0.000
H -5.42747 -3.81810 0.98121  0.000
H -5.94431 -2.21925 0.50412  0.000

The electronic energy is -5803.258744 Eh. For the energy relative to the best compared isomer or geometry (same formula, charge and spin), the calculation gives 79.8 kcal/mol. The value obtained for the highest occupied orbital energy (spin up / spin down) is -6.751 / -6.753 eV. Its multiplicity is 8. Its orbital gap (spin up / spin down) is 4.6115 / 4.6664 eV.

Density functional theory data (ωB97M-V/def2-TZVPD) for C24H29BCl2F4N7O10SSr as an isolated structure.

Each line ends with the Mulliken charge.
Positions of all 79 atoms, in Å:
Sr 0.29613 -0.15886 -0.43863  2.465
O 1.43148 -0.68182 -4.13323  -0.741
Cl 1.47413 0.18033 -3.00689  1.846
O 2.26893 1.33482 -3.29482  -0.743
O 2.07676 -0.52161 -1.89099  -0.698
O 0.14895 0.58899 -2.62616  -0.623
O 1.16187 2.57419 2.33884  -0.727
Cl 0.57569 1.26751 2.44019  1.637
O 0.07943 1.06733 3.76181  -0.713
O 1.57644 0.27935 2.12189  -0.739
O -0.50443 1.13766 1.49260  -0.617
N -4.59139 -3.43713 0.35339  -0.265
C -4.89661 -2.32965 1.06117  -0.258
O -5.62756 -2.32801 2.04315  -0.680
C -4.25397 -1.09126 0.51223  0.534
C -5.00102 0.02654 0.16882  -0.481
C -4.34858 1.10409 -0.40944  -1.230
C -2.97899 1.02675 -0.61319  -0.407
N -2.25819 -0.02685 -0.24601  1.210
C -2.88501 -1.05383 0.30742  -1.137
H -4.93735 -4.32673 0.66958  0.248
H -3.88758 -3.42496 -0.38001  0.315
H -6.06874 0.04075 0.34630  0.497
H -4.89891 1.98542 -0.70949  0.427
H -2.43304 1.83605 -1.08622  0.258
H -2.26492 -1.89292 0.60306  0.721
C 3.87691 -1.36678 0.55075  -0.786
N 3.39594 -2.72740 0.37264  0.193
C 4.34548 -3.68891 -0.15359  -0.620
C 3.89958 -5.09041 0.21745  -0.704
C 2.50091 -5.28899 -0.33120  -0.679
N 1.62565 -4.23646 0.14580  0.437
C 0.20238 -4.50232 0.00083  -1.017
C 2.04287 -2.93953 0.28752  -0.146
O 1.22554 -2.02645 0.44589  -0.453
H 4.89207 -1.41502 0.94405  0.459
H 3.23431 -0.86598 1.26684  -0.012
H 3.87230 -0.80880 -0.38884  0.284
H 5.32155 -3.47228 0.28302  0.343
H 4.43814 -3.59554 -1.24385  0.298
H 3.87382 -5.17876 1.30547  0.283
H 4.58535 -5.83648 -0.18560  0.394
H 2.09069 -6.24387 0.00391  0.328
H 2.52192 -5.30563 -1.42898  0.347
H -0.02842 -5.44733 0.49752  0.363
H -0.09498 -4.56341 -1.04850  0.334
H -0.35712 -3.70333 0.47272  -0.120
F -1.21651 -3.25630 -3.38898  -0.370
B -1.77347 -2.56368 -2.33204  0.398
F -0.72952 -1.88570 -1.59517  0.039
F -2.72868 -1.63656 -2.73906  -0.391
F -2.39045 -3.48511 -1.42382  -0.432
N 3.27317 3.27591 -0.19272  0.020
C 2.60666 2.11205 0.01860  -1.354
N 1.44474 2.07646 -0.56202  1.354
C 1.31326 3.29487 -1.20485  0.006
C 0.27930 3.80851 -1.98032  -0.423
C 0.43016 5.08193 -2.49483  -0.873
C 1.58531 5.83844 -2.26576  -0.390
C 2.62850 5.34219 -1.50609  -1.179
C 2.46422 4.06987 -0.97730  0.851
H 4.15862 3.53544 0.19856  0.247
H 3.01471 1.32411 0.62739  0.419
H -0.59702 3.20999 -2.18801  0.324
H -0.36028 5.50730 -3.10046  0.394
H 1.66402 6.82883 -2.69602  0.374
H 3.53304 5.91409 -1.33983  0.391
S -0.56168 -2.30300 2.93958  -0.301
C -1.63104 -3.40026 3.56761  0.330
N -2.92731 -3.01669 3.84574  -0.033
C -3.86671 -3.82026 4.39338  -0.275
C -3.57919 -5.10919 4.69870  -0.698
C -2.27471 -5.59261 4.40610  -0.203
C -1.34223 -4.77334 3.85414  -0.725
H -3.14598 -2.05516 3.62143  0.263
H -4.84071 -3.38471 4.56251  0.413
H -4.32268 -5.75094 5.14551  0.410
H -2.03984 -6.62669 4.62561  0.376
H -0.34590 -5.11792 3.61927  0.412

The electronic energy is -3841.323109 Eh. For the energy relative to the best compared isomer or geometry (same formula, charge and spin), the calculation gives 46.9 kcal/mol. The value obtained for the highest occupied orbital energy is -5.558 eV. As for the charge: -1. Its orbital gap is 7.8872 eV.

Density functional theory data (ωB97M-V/def2-TZVPD) for C5H9N3 as an isolated structure.

Each line ends with the Mulliken charge.
Positions of all 17 atoms, in Å:
C 0.43420 -0.47482 0.92918  -0.087
C 1.07440 0.28309 -0.41424  -0.572
C -0.60170 -0.84799 -0.21534  -0.300
C -1.26824 0.73066 -0.49303  -0.212
C 0.06059 1.43085 -0.42229  -0.145
H 0.29245 -2.70683 1.02263  0.258
H 1.76131 -1.83666 1.96645  0.204
H -0.13608 0.10918 1.58353  0.154
H 2.06425 0.37512 -0.49482  0.721
H -0.08195 -0.28201 -2.02687  0.322
H -1.32128 -1.71915 0.02226  0.348
H -2.05181 0.69180 -1.32373  0.298
H -1.21165 1.68940 1.39188  0.271
H 0.21788 2.37775 -1.12785  0.292
N 1.09534 -1.68864 1.19325  -0.494
N 0.43295 -0.82230 -1.19528  -0.491
N -1.20382 1.73532 0.38501  -0.568

The electronic energy is -359.942373 Eh. For the energy relative to the best compared isomer or geometry (same formula, charge and spin), the calculation gives 159.9 kcal/mol. The value obtained for the highest occupied orbital energy is -8.589 eV. Its orbital gap is 9.5398 eV.

Density functional theory data (ωB97M-V/def2-TZVPD) for one molecule with the formula C4H9N3O.

Each line ends with the Mulliken charge.
Positions of all 17 atoms, in Å:
H 0.63115 -0.73873 -2.43204  0.228
N 0.77583 -0.27627 -1.54245  -0.595
C -0.19276 -0.47865 -0.73950  0.430
N -1.41529 -1.04157 -1.06088  -0.050
N -1.50104 -1.81688 -2.22493  -0.582
O -0.23125 -0.03480 0.51737  -0.339
C 0.73622 0.90416 1.05511  0.532
C 1.71860 1.40844 0.33749  -0.826
C 0.36800 1.13821 2.48408  -1.140
H -2.01914 -1.25466 -0.27330  0.248
H -2.39152 -1.64648 -2.68281  0.238
H -1.43026 -2.81455 -2.02475  0.203
H 2.38645 2.10179 0.82339  0.312
H 1.75328 0.97103 -0.75091  0.427
H -0.63204 1.57081 2.54573  0.277
H 0.35698 0.19426 3.02963  0.281
H 1.08681 1.81389 2.93881  0.355

The electronic energy is -397.255715 Eh. Its SMILES is [H]/N=C(\NN)OC(=C)C. For the energy relative to the best compared isomer or geometry (same formula, charge and spin), the calculation gives 59.6 kcal/mol. The value obtained for the highest occupied orbital energy is -8.989 eV. Its orbital gap is 9.8041 eV.

Density functional theory data (ωB97M-V/def2-TZVPD) for H6O3 as an isolated structure.

Each line ends with the Mulliken charge.
Positions of all 9 atoms, in Å:
O -1.71203 1.42730 -0.21122  -0.731
H -1.55733 1.74714 -1.10004  0.255
H -0.86855 1.06896 0.06510  0.420
O 0.19301 0.58570 0.44077  -0.660
H 0.96351 0.55153 1.00770  0.314
H 0.20654 -0.24597 -0.03293  0.412
O 0.63595 -1.72691 -0.31875  -0.714
H 0.67108 -2.14889 0.53969  0.353
H 1.46783 -1.25886 -0.39032  0.352

The electronic energy is -229.260252 Eh. For the energy relative to the best compared isomer or geometry (same formula, charge and spin), the calculation gives 40.7 kcal/mol. The value obtained for the highest occupied orbital energy is -9.713 eV. Its orbital gap is 9.7884 eV.